Entry 1:
Density functional theory data (ωB97M-V/def2-TZVPD) for a molecular structure, C11H8EuNO5 in a non-equilibrium geometry.

```
26
Properties=species:S:1:pos:R:3:forces:R:3:lowdin_charge:R:1
O 0.58102 -0.08385 -5.71638 -2.2 0.2 3.1 0.1256
C 0.00634 -0.02053 -4.72469 1.9 -0.2 -3.5 -0.0275
Eu 0.41827 0.17675 -1.82051 -0.3 0.2 1.3 1.3349
O 3.25032 -0.18105 -4.25699 -3.0 0.3 2.9 0.1663
C 2.41177 -0.09168 -3.47721 4.2 -0.4 -3.2 -0.0520
C -2.29075 -0.10403 -1.92608 -1.4 -0.1 0.0 -0.1842
O -3.32293 -0.16335 -1.36576 1.6 0.1 -0.9 0.1458
C -0.22946 -2.43228 -2.33698 -0.7 -4.3 0.2 -0.0141
O -0.44925 -3.55737 -2.31820 0.7 3.9 -0.2 0.1577
C -0.42144 2.63366 -2.61644 -0.6 4.4 0.3 -0.0116
O -0.58503 3.76661 -2.55774 0.5 -3.9 -0.4 0.1553
H -2.13177 -0.14419 -3.08469 -0.6 0.0 0.8 0.0771
N 1.38477 -0.30753 0.61262 0.1 -0.3 -1.2 -0.0512
C 0.65512 -0.11579 1.83416 -0.4 0.3 0.7 -0.3508
C -0.44016 -0.94040 2.06990 -0.1 0.7 0.2 -0.0551
C -1.22113 -0.66969 3.19588 0.1 0.2 0.0 -0.0544
C -0.87161 0.36694 4.07205 0.0 0.1 -0.2 -0.0551
C 0.26700 1.15327 3.84730 -0.1 -0.3 -0.3 -0.0435
C 1.04898 0.89693 2.71337 -0.3 -0.1 0.0 -0.0326
H 1.46633 -1.31450 0.45831 0.5 0.1 0.3 0.0885
H 2.31182 0.08387 0.72135 0.3 -0.2 0.0 0.0933
H -0.68400 -1.73422 1.35503 -0.1 0.2 0.4 0.1066
H -2.13391 -1.23589 3.35651 0.2 0.0 0.1 0.1173
H -1.51168 0.59697 4.92341 0.2 -0.2 -0.2 0.1196
H 0.52558 1.96348 4.54121 -0.1 -0.5 -0.4 0.1260
H 1.96580 1.45787 2.50054 -0.4 -0.1 0.2 0.1182
```
Positions in Å, forces in eV/Å.

Calculated values
2S+1 ... 7
Highest occupied orbital energy (alpha / beta) ... -14.69 / -14.69 eV
Charge ... +2
HOMO-LUMO gap (alpha / beta) ... 0.2173 / 0.2141 Eh
Expectation value of S² ... 12.02

=====

Entry 2:
Density functional theory data (ωB97M-V/def2-TZVPD) for a molecular structure, C25H28EuF5O2 in a non-equilibrium geometry.

```
61
Properties=species:S:1:pos:R:3:forces:R:3:lowdin_charge:R:1
O 0.13512 -0.13565 -4.81681 0.0 0.4 -1.8 -0.1314
C -0.01119 1.16108 -5.47687 0.1 0.7 0.6 -0.1629
C -0.17631 0.57771 -6.86835 0.1 -0.4 0.5 -0.0750
H 0.89628 1.76457 -5.33559 -0.3 -0.1 0.0 0.1223
H -0.89129 1.71842 -5.12571 0.3 -0.2 0.2 0.1194
C -0.00353 -0.76719 -6.13117 0.0 -0.4 -0.9 -0.5793
H 0.64132 0.80260 -7.55343 -0.3 0.1 -0.1 0.1150
H -1.17018 0.69946 -7.30586 0.3 0.1 -0.1 0.1166
C 1.23595 -1.50286 -6.57586 0.3 -0.2 0.2 -0.0242
H 2.11635 -0.85343 -6.53465 -0.1 -0.1 0.0 0.0919
H 1.09077 -1.84511 -7.60823 0.1 0.1 0.2 0.0960
H 1.42223 -2.37663 -5.94564 0.0 0.0 0.0 0.0894
C -1.22057 -1.64574 -6.25566 -0.3 -0.3 0.1 -0.0258
H -2.13761 -1.11950 -5.97051 0.2 0.0 0.0 0.0922
H -1.12841 -2.54806 -5.64573 0.0 0.0 0.0 0.0890
H -1.32397 -1.95921 -7.30352 0.0 0.1 0.2 0.0965
Eu -0.00985 -0.13842 2.29256 -1.1 -1.0 2.3 1.9891
C -2.33758 -0.81778 3.75556 0.2 0.6 -0.5 -0.2140
C -2.32286 0.59876 3.91313 0.0 -0.2 -0.4 -0.2021
C -2.62708 1.19464 2.65538 0.4 -0.5 0.0 -0.1955
H -2.13585 1.12995 4.84710 -0.1 -0.2 -0.4 0.0931
C -2.80941 0.13951 1.70639 0.4 -0.1 0.3 -0.2308
C -2.63587 -1.10475 2.38860 0.3 0.5 0.0 -0.2420
H -2.73570 -2.09621 1.94957 0.0 0.3 0.1 0.0909
H -2.18351 -1.54401 4.55133 0.0 0.2 -0.3 0.0987
H -2.75841 2.26285 2.46886 0.1 -0.4 0.0 0.0893
H -3.07557 0.26486 0.65502 0.0 -0.1 0.4 0.0857
C 0.98027 -2.20552 4.01122 0.1 0.0 -0.7 -0.1925
C 0.10135 -2.83468 3.08612 0.3 0.3 -0.1 -0.2234
C 0.68899 -2.76345 1.78662 0.0 0.6 0.3 -0.2401
H -0.85308 -3.30667 3.33592 0.5 0.2 -0.2 0.0959
C 1.94288 -2.07907 1.91401 -0.4 0.1 0.2 -0.2364
C 2.12098 -1.74333 3.28958 -0.5 0.0 -0.3 -0.2082
H 2.98670 -1.24135 3.72542 -0.3 -0.1 -0.2 0.0995
H 0.82848 -2.12902 5.08627 0.0 0.1 -0.4 0.0988
H 0.26540 -3.16798 0.86639 0.2 0.1 0.3 0.0879
H 2.64408 -1.87126 1.10219 -0.2 -0.1 0.3 0.0912
O 0.14491 0.39725 -0.08450 0.1 -0.1 0.2 -0.3432
C -0.39606 -0.61642 -0.99621 0.3 0.2 0.1 -0.1699
C -0.81707 0.15853 -2.22564 -0.7 0.3 0.2 -0.1492
H -1.23495 -1.13578 -0.49884 0.4 0.3 -0.1 0.1104
H 0.40498 -1.34247 -1.20508 -0.2 0.3 0.1 0.1267
C 0.02323 1.45778 -2.20711 0.2 -0.6 -0.2 -0.1472
H -1.88733 0.41685 -2.14990 0.3 -0.1 0.0 0.1252
H -0.66121 -0.42531 -3.13012 -0.1 0.2 0.3 0.0894
C 0.28418 1.70137 -0.73074 -0.4 0.0 0.3 -0.1538
H -0.49975 2.28806 -2.68858 0.1 -0.1 0.2 0.1153
H 0.96889 1.29613 -2.73972 -0.2 0.0 0.1 0.1149
H -0.46877 2.37312 -0.28763 0.2 -0.2 -0.1 0.1266
H 1.28778 2.08217 -0.50520 -0.3 -0.1 -0.1 0.1255
F -0.20904 0.08625 6.56792 0.3 0.3 -0.1 0.0488
C 0.60222 0.98514 5.94490 0.7 0.8 0.2 -0.2471
C 0.70611 1.01917 4.57804 -0.1 -0.2 -1.8 -0.0952
C 1.52342 1.95651 3.99853 0.2 0.4 2.1 -0.2594
F 1.61833 2.00370 2.60269 -0.1 -0.1 0.1 -0.0503
C 2.27404 2.86517 4.76128 0.0 -0.2 -0.9 -0.1460
F 3.10766 3.74222 4.16398 -0.2 -0.1 0.3 0.0880
C 2.17729 2.81921 6.15106 0.1 -0.1 -0.1 -0.1354
F 2.91302 3.65467 6.91533 -0.4 -0.3 -0.4 0.0997
C 1.33752 1.88103 6.74508 -0.6 -0.7 0.0 -0.1367
F 1.25133 1.81816 8.08677 0.1 0.2 -0.3 0.0984
```
Positions in Å, forces in eV/Å.

Calculated values
2S+1 ... 7
Highest occupied orbital energy (alpha / beta) ... -7.89 / -7.96 eV
Charge ... 0
HOMO-LUMO gap (alpha / beta) ... 0.2466 / 0.2980 Eh
Energy above the lowest of the compared OMol25 structures with the same formula, charge and spin ... 0.0 kJ/mol
Expectation value of S² ... 12.04

=====

Entry 3:
Density functional theory data (ωB97M-V/def2-TZVPD) for a molecular structure, C22H29FIrN4O2SSi.

```
61
Properties=species:S:1:pos:R:3:forces:R:3:lowdin_charge:R:1
Ir -0.18094 -0.03716 1.01536 0.1 -0.3 0.0 1.3032
C -4.41501 2.47689 1.33073 0.1 0.0 0.1 -0.1696
Si -2.88401 1.60107 0.75912 0.0 -0.1 -0.1 0.4746
C -3.38522 0.28478 -0.45530 0.0 0.0 0.1 -0.1549
C -1.64884 2.86063 0.14804 0.0 0.0 0.0 -0.1548
N -1.89962 0.67544 2.03081 0.0 0.0 0.1 -0.1419
C -2.20155 0.43451 3.30750 -0.2 0.1 0.0 -0.2459
C -3.48267 0.78416 3.86399 0.0 -0.1 0.2 0.0182
C -3.79439 0.53126 5.16753 0.0 0.0 -0.1 -0.0203
C -2.85968 -0.07493 6.02225 0.1 0.0 0.0 0.0161
C -1.59667 -0.42846 5.54903 0.0 0.0 -0.2 0.0365
C -1.29631 -0.17808 4.24120 0.2 0.0 0.1 -0.1897
F -0.06464 -0.48522 3.79603 -0.1 0.1 0.0 -0.0119
H -4.76521 3.03313 0.45683 0.0 0.0 0.0 0.0622
H -4.24923 3.20221 2.12586 0.0 0.0 0.0 0.0544
H -5.22047 1.80329 1.61778 -0.1 0.0 -0.1 0.0453
H -3.61132 0.73603 -1.42232 0.0 0.1 -0.1 0.0565
H -4.30247 -0.18586 -0.09755 -0.1 0.0 0.0 0.0508
H -2.66834 -0.51510 -0.62781 0.0 0.0 0.0 -0.0047
H -1.78834 3.04180 -0.91827 0.0 0.0 -0.1 0.0536
H -0.59115 2.63516 0.29626 0.0 0.0 0.0 -0.0002
H -1.83326 3.80195 0.66828 0.0 0.0 0.0 0.0506
H -4.20957 1.23958 3.21924 0.0 0.0 0.0 0.0711
H -4.77045 0.79617 5.54927 0.0 0.0 0.0 0.1303
H -3.11300 -0.26391 7.05562 0.0 0.0 0.0 0.1326
H -0.85731 -0.88310 6.19071 0.1 0.0 0.0 0.1409
C 3.80111 0.24131 1.24725 0.0 0.1 0.1 -0.0423
N 3.48488 -0.63936 0.12095 0.1 0.1 0.0 -0.1722
C 4.04654 -0.19293 -1.15879 -0.1 0.0 -0.1 -0.0129
C 2.57028 -1.58664 0.19837 -0.3 -0.1 0.0 -0.6278
S 1.45155 -1.56014 1.58325 0.0 0.0 0.3 0.7613
N 2.49164 -2.58330 -0.66286 0.0 -0.1 -0.1 -0.1594
C 1.33240 -3.47446 -0.77015 0.0 0.0 0.0 -0.0385
C 3.64836 -3.02999 -1.45011 0.1 0.0 0.0 -0.0003
H 4.82785 0.57613 1.11724 0.0 0.0 0.0 0.1098
H 3.72730 -0.29214 2.19106 0.0 0.0 0.0 0.0796
H 3.13737 1.10738 1.24399 0.0 0.0 0.0 0.0903
H 3.96348 0.89353 -1.17718 0.0 0.0 0.0 0.1064
H 3.46878 -0.59571 -1.98857 0.1 0.1 0.1 0.0847
H 5.09383 -0.47542 -1.25586 0.0 0.0 0.0 0.1119
H 0.45040 -3.03165 -0.31888 0.0 0.0 0.0 0.0472
H 1.56307 -4.42683 -0.29169 0.0 0.0 0.0 0.1133
H 1.13610 -3.64300 -1.82846 0.0 0.0 0.0 0.1098
H 4.57125 -2.71034 -0.97166 0.0 0.0 -0.1 0.1041
H 3.60413 -2.66305 -2.47414 0.0 0.0 0.0 0.1045
H 3.62193 -4.11734 -1.46676 0.0 0.0 0.0 0.1097
O 1.16764 1.23405 -0.37269 0.0 0.1 -0.2 -0.0739
C 0.71192 0.58645 -1.35271 0.1 0.2 0.2 -0.4698
N -0.11785 -0.42743 -1.05719 -0.2 0.1 -0.2 -0.0291
C -0.55254 -1.05210 -2.26685 0.2 0.1 0.1 -0.3974
O -1.28786 -1.98780 -2.32757 -0.1 -0.1 0.0 0.1534
C 0.13230 -0.29268 -3.36629 0.0 0.0 -0.1 -0.0774
C 0.06549 -0.46134 -4.73121 0.0 0.0 0.1 0.0337
C 0.81140 0.41919 -5.51565 0.0 0.0 0.0 -0.0172
C 1.58595 1.42659 -4.94734 0.0 0.0 0.1 -0.0259
C 1.64955 1.59412 -3.56546 0.0 0.0 -0.1 0.0191
C 0.91306 0.71472 -2.79736 0.0 0.0 0.0 -0.1067
H -0.54294 -1.23695 -5.17210 0.0 0.0 0.0 0.1348
H 0.78304 0.32339 -6.59217 0.0 0.0 0.0 0.1235
H 2.14002 2.09340 -5.59066 0.0 0.0 0.0 0.1212
H 2.23822 2.38412 -3.12194 0.0 0.0 0.0 0.1295
```
Positions in Å, forces in eV/Å.

Calculated values
2S+1 ... 6
Highest occupied orbital energy (alpha / beta) ... -14.37 / -15.06 eV
Charge ... +2
HOMO-LUMO gap (alpha / beta) ... 0.3083 / 0.2226 Eh
Energy above the lowest of the compared OMol25 structures with the same formula, charge and spin ... 6.8 kJ/mol
Expectation value of S² ... 8.79

=====

Entry 4:
Density functional theory data (ωB97M-V/def2-TZVPD) for C4H4O2S in the gas phase in a non-equilibrium geometry.

```
11
Properties=species:S:1:pos:R:3:forces:R:3:lowdin_charge:R:1
C -0.45665 0.95014 0.14105 0.0 -2.9 -0.4 -0.0388
C 0.25116 -0.17304 -0.00129 -1.8 -2.9 0.5 -0.1725
C -1.88571 0.85717 0.04614 -1.1 -2.1 -0.5 -0.6301
C 1.65767 -0.62914 -0.08840 -0.2 5.7 0.5 -0.0018
O -2.75514 1.66847 -0.08893 0.4 0.0 0.4 0.0444
O -0.65487 -1.51549 -0.10890 3.1 4.0 0.3 -0.5096
S -2.17090 -1.00175 0.03581 -1.9 1.1 0.0 0.9743
H -0.05310 1.86533 0.27083 1.6 2.8 0.2 0.0974
H 2.35734 0.25508 -0.28981 -1.1 -1.2 -0.9 0.1339
H 1.61216 -1.39995 -0.71479 0.7 -3.0 -2.9 0.0437
H 2.09804 -0.87683 0.79829 0.4 -1.4 2.8 0.0590
```
Positions in Å, forces in eV/Å.

Calculated values
Highest occupied orbital energy ... -8.84 eV
Charge ... 0
HOMO-LUMO gap ... 0.3335 Eh
Energy above the lowest of the compared OMol25 structures with the same formula, charge and spin ... 220.7 kJ/mol

=====

Entry 5:
Density functional theory data (ωB97M-V/def2-TZVPD) for 2 unconnected molecules or ions with the total composition C5H17N2Si in a non-equilibrium geometry.

```
25
Properties=species:S:1:pos:R:3:forces:R:3:lowdin_charge:R:1
C 0.08893 1.39449 -2.11871 -4.6 1.6 -0.4 -0.1794
C -2.20340 1.18683 -0.02697 0.9 1.3 -4.2 -0.1429
C -0.72955 -1.53082 -1.46565 0.2 -2.0 1.8 -0.1879
C 0.26731 -0.21826 1.81937 -2.5 2.0 2.0 -0.3736
C 0.60064 0.44772 0.54891 0.7 -2.8 0.0 -0.0660
N 1.27339 -0.21878 2.83701 0.9 -1.4 -0.9 0.0204
N 1.96488 -0.97606 0.15197 -1.2 1.7 1.1 0.1753
Si -0.76086 0.25234 -0.87952 1.2 2.0 0.0 0.6171
H -0.48753 1.50577 -3.10358 0.6 -0.1 1.4 0.0750
H 0.16532 2.41677 -1.69032 -0.1 -0.6 -0.2 0.0562
H 1.00587 1.11478 -2.40830 3.6 -1.3 -0.9 -0.0290
H -2.98198 1.58312 -0.75232 1.0 -0.7 0.7 0.0777
H -2.66927 0.64976 0.66805 -2.1 -2.5 2.8 -0.0300
H -1.85484 2.04676 0.49867 0.8 0.8 0.2 0.0348
H 0.33836 -1.91620 -1.74069 -2.0 0.7 0.6 0.0728
H -1.30727 -2.28840 -0.76082 1.6 1.4 -1.0 0.0911
H -1.30452 -1.66983 -2.35063 -0.4 0.3 -1.0 0.0135
H -0.68066 0.25750 2.31882 1.1 -0.4 -1.5 0.1694
H -0.08903 -1.16022 1.51997 -0.3 -1.8 0.3 0.0908
H 1.27284 1.24542 0.71075 0.6 1.2 -0.4 0.0894
H 1.15066 -0.94283 3.52908 -0.1 0.2 0.2 0.0942
H 1.37812 0.68095 3.23284 0.2 0.7 0.7 0.0766
H 2.65251 -0.78606 -0.55345 -0.1 -0.2 -0.7 0.1143
H 2.42970 -1.29402 0.99668 0.0 0.6 0.4 0.1005
H 1.23253 -1.63324 -0.02752 0.2 -0.7 -1.0 0.0398
```
Positions in Å, forces in eV/Å.

Calculated values
Highest occupied orbital energy ... -13.43 eV
Charge ... +1
HOMO-LUMO gap ... 0.3560 Eh
Energy above the lowest of the compared OMol25 structures with the same formula, charge and spin ... 182.8 kJ/mol

=====

Entry 6:
Density functional theory data (ωB97M-V/def2-TZVPD) for C3H4OS2 in the gas phase in a non-equilibrium geometry.

```
10
Properties=species:S:1:pos:R:3:forces:R:3:lowdin_charge:R:1
C 1.72901 -0.42774 0.02878 -1.5 -0.8 -0.8 -0.8096
C 0.64239 -1.24973 -0.00505 -1.1 -2.6 0.1 -0.5525
C -1.21316 0.66561 0.37652 -1.6 -0.2 -4.8 -0.4758
O -2.03429 1.65560 0.00063 2.6 -0.3 5.2 0.0700
S 1.63131 1.16388 -0.24357 0.1 2.7 0.3 0.5995
S -0.99215 -0.78091 -0.44517 0.2 0.3 -0.2 0.9769
H 2.66078 -0.91974 -0.02010 1.1 -0.6 0.2 0.0390
H 0.70307 -2.36720 -0.11658 0.1 1.3 0.5 0.0629
H -0.70220 0.69375 1.22678 1.7 1.2 3.7 0.0301
H -2.42476 1.56647 -0.80225 -1.6 -0.9 -4.0 0.0594
```
Positions in Å, forces in eV/Å.

Calculated values
Highest occupied orbital energy (alpha / beta) ... -7.45 / -7.45 eV
Charge ... 0
HOMO-LUMO gap (alpha / beta) ... 0.2408 / 0.2409 Eh
Energy above the lowest of the compared OMol25 structures with the same formula, charge and spin ... 326.3 kJ/mol

=====

Number 1: electronic energy -1564.4922 hartree. Number 2: electronic energy -2329.4374 hartree. Number 3: electronic energy -2116.5114 hartree. Number 4: electronic energy -703.4079 hartree. Number 5: electronic energy -599.4113 hartree. Number 6: electronic energy -988.2079 hartree.